Record 1
24 unconnected molecules or ions with the total composition C4H56NO25. Source: the OMol25 dataset; level of theory: the ωB97M-V functional and the def2-TZVPD basis.

Structure (XYZ):
```
86
Properties=species:S:1:pos:R:3:mulliken_charge:R:1
O 2.851 -2.563 -0.809 -0.5453
C 2.714 -1.635 0.254 0.1394
C 3.419 -0.309 -0.140 -0.8841
N 2.555 0.625 -0.926 0.0646
C 1.178 0.733 -0.400 -0.4650
C 0.587 -0.691 -0.177 -0.2915
O 1.375 -1.507 0.685 -0.4334
H 2.124 -3.192 -0.703 0.3250
H 3.282 -2.050 1.122 0.4657
H 3.900 0.183 0.724 0.3489
H 4.260 -0.590 -0.824 0.3656
H 2.504 0.254 -1.883 0.3397
H 2.974 1.554 -0.994 0.3770
H 1.110 1.253 0.566 0.0992
H 0.544 1.235 -1.144 0.4889
H -0.364 -0.518 0.364 0.4454
H 0.311 -1.172 -1.130 0.0914
O -0.811 -1.495 2.880 -0.6561
H -0.324 -2.126 2.337 0.2917
H -0.126 -1.052 3.394 0.3223
O -0.034 2.393 2.210 -0.6633
H -0.095 3.337 2.389 0.2539
H -0.686 2.000 2.818 0.2590
O 3.773 -2.886 -3.509 -0.6205
H 3.414 -2.740 -2.622 0.4062
H 3.090 -2.564 -4.103 0.2854
O -1.218 0.253 -2.480 -0.4853
H -1.843 0.672 -1.880 0.2640
H -0.807 0.993 -2.954 0.3128
O 6.438 -0.317 -1.251 -0.5945
H 6.906 -0.950 -1.804 0.2646
H 7.141 0.127 -0.756 0.3130
O -1.115 1.922 -4.691 -0.6416
H -1.186 1.168 -5.294 0.3331
H -1.858 2.492 -4.940 0.2531
O -0.845 1.878 4.712 -0.5626
H -0.089 2.014 5.289 0.2325
H -1.363 1.197 5.166 0.3870
O -3.681 0.448 5.475 -0.5595
H -3.720 -0.295 4.865 0.2656
H -4.468 0.970 5.259 0.3121
O 1.874 3.724 0.504 -0.5993
H 1.351 3.071 0.984 0.4355
H 2.772 3.382 0.553 0.3301
O 4.241 -4.048 2.364 -0.6237
H 3.329 -4.298 2.537 0.3282
H 4.299 -4.031 1.404 0.2881
O -4.546 3.284 4.412 -0.6168
H -4.326 3.891 3.701 0.2909
H -3.695 3.079 4.818 0.3245
O -3.867 2.852 -4.969 -0.6374
H -4.239 3.007 -4.096 0.2979
H -4.536 3.201 -5.577 0.3358
O -6.538 0.857 5.268 -0.6359
H -6.584 1.801 5.446 0.2711
H -7.196 0.474 5.857 0.3233
O -1.153 -2.867 -2.832 -0.6365
H -1.154 -1.928 -2.626 0.2631
H -1.848 -3.237 -2.279 0.3183
O -8.815 2.567 4.301 -0.6055
H -8.310 1.978 3.730 0.3400
H -8.147 3.040 4.802 0.2935
O -1.360 -1.258 -5.552 -0.6674
H -1.129 -1.587 -4.675 0.3012
H -2.283 -1.513 -5.660 0.3427
O 3.153 -6.316 0.783 -0.6082
H 2.602 -6.953 1.249 0.3062
H 4.039 -6.686 0.843 0.3257
O -1.234 -2.797 -8.341 -0.6270
H -1.261 -2.253 -7.546 0.3423
H -0.319 -3.085 -8.399 0.3015
O 9.236 0.427 -0.603 -0.6166
H 9.716 -0.200 -1.152 0.3015
H 9.924 0.875 -0.101 0.3018
O -1.156 0.247 7.068 -0.6388
H -0.858 0.006 7.950 0.2832
H -2.059 -0.096 7.020 0.3003
O -1.587 -2.609 5.724 -0.6008
H -0.799 -2.535 6.270 0.3137
H -1.308 -2.290 4.857 0.3459
O -4.519 5.035 -6.829 -0.6433
H -3.718 5.103 -6.298 0.3325
H -4.255 5.365 -7.693 0.3169
O 1.824 1.259 -3.863 -0.5871
H 1.747 0.508 -4.461 0.2941
H 1.069 1.819 -4.098 0.2905
```

The calculation puts the frontier orbital gap at 10.2 eV. Its multiplicity is 1. The energy above the lowest of the compared OMol25 structures with the same formula, charge and spin comes out at 0.00 kcal/mol. For the total energy, the calculation gives -2121.53225 a.u. The charge is +1.



Record 2
C8H12 in the gas phase. Source: the OMol25 dataset; level of theory: the ωB97M-V functional and the def2-TZVPD basis.

Structure (XYZ):
```
20
Properties=species:S:1:pos:R:3:mulliken_charge:R:1
C 2.441 -1.507 0.242 -1.0412
C 1.137 -1.255 0.168 0.6936
C 0.101 -2.378 0.207 -1.2250
C 0.620 0.098 0.464 -0.0061
C 0.835 0.762 1.597 -0.9514
C -0.268 0.688 -0.565 -0.2691
C -1.412 1.335 -0.400 0.0464
C -2.144 2.196 -1.364 -1.2368
H 2.821 -2.514 0.185 0.3288
H 3.155 -0.694 0.267 0.3137
H -0.885 -2.030 0.497 0.3574
H 0.325 -3.091 1.010 0.3454
H 0.313 -2.937 -0.705 0.3358
H 0.315 1.689 1.805 0.3443
H 1.406 0.370 2.429 0.3313
H 0.195 0.654 -1.542 0.3113
H -1.879 1.204 0.578 0.3949
H -1.867 3.245 -1.241 0.2682
H -3.227 2.230 -1.221 0.3234
H -1.980 1.936 -2.412 0.3353
```

The calculation puts the frontier orbital gap at 9.8 eV. Its multiplicity is 1. The energy above the lowest of the compared OMol25 structures with the same formula, charge and spin comes out at 26.37 kcal/mol. For the total energy, the calculation gives -311.94438 a.u.



Record 3
9 unconnected molecules or ions with the total composition C26H64FN2O11. Source: the OMol25 dataset; level of theory: the ωB97M-V functional and the def2-TZVPD basis.

Structure (XYZ):
```
104
Properties=species:S:1:pos:R:3:lowdin_spin:R:1
C -2.384 0.928 1.965 0.0000
C -3.360 -0.208 1.804 0.0000
O -4.478 -0.113 2.307 0.0000
N -2.926 -1.363 1.154 0.0000
C -3.995 -2.369 1.074 0.0000
C -2.373 -1.092 -0.191 0.0000
C -1.451 -2.207 -0.698 0.0000
C 0.053 -1.825 -0.595 0.0000
C 0.585 -1.541 -1.997 0.0006
C 2.046 -1.002 -2.100 0.0007
C 2.814 -1.041 -0.753 0.0005
C 2.556 0.082 0.201 0.0002
O 2.856 1.254 0.071 0.0003
F 1.968 -0.310 1.367 0.0000
C 2.866 -1.951 -3.037 0.0177
C 3.479 -1.275 -4.264 0.0262
C 4.696 -0.436 -3.894 0.0021
C 3.972 -2.374 -5.220 -0.0007
N 2.445 -0.492 -4.975 0.3774
O 1.659 -1.203 -5.689 0.5198
C 1.808 0.596 -4.174 0.0253
C 0.342 0.746 -4.573 -0.0001
C 2.481 1.928 -4.583 0.0107
C 2.009 0.434 -2.661 0.0116
H -1.410 0.748 1.529 0.0000
H -2.819 1.831 1.545 0.0000
H -2.293 1.077 3.035 0.0000
H -4.266 -2.661 2.080 0.0000
H -3.618 -3.245 0.559 0.0000
H -4.860 -1.988 0.534 0.0000
H -3.213 -0.967 -0.883 0.0000
H -1.849 -0.144 -0.187 0.0000
H -1.700 -2.343 -1.747 0.0000
H -1.644 -3.117 -0.145 0.0000
H 0.087 -0.902 -0.022 0.0000
H 0.566 -2.637 -0.101 0.0000
H 0.436 -2.432 -2.601 0.0003
H -0.078 -0.786 -2.411 0.0001
H 2.696 -2.007 -0.278 0.0001
H 3.868 -0.943 -1.010 0.0000
H 2.269 -2.790 -3.376 0.0021
H 3.704 -2.374 -2.486 0.0016
H 5.428 -1.062 -3.396 -0.0004
H 4.436 0.407 -3.267 0.0000
H 5.155 -0.044 -4.800 0.0011
H 3.246 -3.175 -5.301 -0.0003
H 4.877 -2.813 -4.807 -0.0004
H 4.160 -1.974 -6.209 -0.0002
H -0.057 1.548 -3.960 0.0000
H -0.242 -0.143 -4.370 0.0011
H 0.280 1.039 -5.613 -0.0005
H 3.465 2.030 -4.136 0.0002
H 1.879 2.732 -4.167 0.0005
H 2.533 2.016 -5.661 0.0008
H 1.185 0.957 -2.181 0.0013
H 2.915 0.943 -2.350 0.0001
C -7.319 0.032 0.664 0.0000
O -6.681 -0.113 -0.605 0.0000
H -8.248 -0.532 0.634 0.0000
H -6.684 -0.360 1.458 0.0000
H -7.549 1.082 0.865 0.0000
H -5.863 0.389 -0.572 0.0000
C 5.978 1.592 -0.785 0.0000
O 5.240 2.437 0.092 0.0000
H 6.987 1.990 -0.861 0.0000
H 6.026 0.571 -0.392 0.0000
H 5.522 1.579 -1.778 0.0000
H 4.346 2.088 0.155 0.0000
C 5.526 -1.241 2.087 0.0000
O 6.366 -1.722 1.039 0.0000
H 4.538 -1.093 1.662 0.0000
H 5.455 -1.970 2.898 0.0000
H 5.892 -0.288 2.475 0.0000
H 7.244 -1.856 1.402 0.0000
C -4.397 3.209 4.562 0.0000
O -4.955 2.057 5.197 0.0000
H -4.047 3.887 5.335 0.0000
H -3.556 2.924 3.925 0.0000
H -5.155 3.717 3.960 0.0000
H -5.262 1.475 4.494 0.0000
C -2.561 -0.081 5.750 0.0000
O -1.773 -0.695 4.731 0.0000
H -3.553 0.056 5.342 0.0000
H -2.622 -0.712 6.641 0.0000
H -2.154 0.897 6.021 0.0000
H -0.882 -0.833 5.057 0.0000
C 2.578 -5.100 0.181 0.0000
O 1.178 -4.828 0.175 0.0000
H 2.847 -5.449 -0.812 0.0000
H 3.157 -4.199 0.409 0.0000
H 2.826 -5.876 0.909 0.0000
H 0.938 -4.525 1.055 0.0000
C -1.608 3.923 -2.070 0.0000
O -0.779 3.849 -3.226 0.0000
H -2.515 3.362 -2.282 0.0000
H -1.112 3.483 -1.200 0.0000
H -1.877 4.958 -1.844 0.0000
H 0.021 4.346 -3.044 0.0000
C -5.471 4.140 7.898 0.0000
O -6.160 5.125 7.130 0.0000
H -4.707 4.645 8.484 0.0000
H -6.160 3.630 8.575 0.0000
H -4.996 3.410 7.241 0.0000
H -6.831 4.671 6.616 0.0000
```

As for the expectation value of S²: 0.75. The calculation puts the frontier orbital gap (spin up / spin down) at 8.5 / 9.7 eV. Its multiplicity is 2. The energy above the lowest of the compared OMol25 structures with the same formula, charge and spin comes out at 0.00 kcal/mol. For the total energy, the calculation gives -2065.87154 a.u.



Record 4
C24H33NO3S in the gas phase. Source: the OMol25 dataset; level of theory: the ωB97M-V functional and the def2-TZVPD basis.

Structure (XYZ):
```
62
Properties=species:S:1:pos:R:3:mulliken_charge:R:1
C -0.323 -4.759 1.004 -1.5780
C -0.802 -3.416 0.550 1.0650
C -0.677 -3.032 -0.778 -1.2065
C -1.053 -1.771 -1.194 -0.1858
C -1.574 -0.836 -0.303 -0.2220
C -1.863 0.577 -0.787 2.4801
C -0.516 1.245 -1.154 -1.8113
C 0.492 1.425 -0.010 -1.1636
N 1.027 0.214 0.572 -0.1591
S 2.079 -0.702 -0.345 1.8076
O 2.141 -1.986 0.290 -0.7695
O 1.783 -0.648 -1.751 -0.7237
C 3.595 0.190 -0.051 -0.3171
C 4.139 0.980 -1.043 -0.3516
C 5.295 1.697 -0.782 -0.8360
C 5.906 1.626 0.464 1.0008
C 7.170 2.380 0.741 -1.4094
C 5.340 0.820 1.449 -0.8615
C 4.184 0.104 1.195 -0.5255
C -2.734 0.555 -2.061 -1.1040
C -4.149 0.084 -1.736 -0.6787
O -4.775 0.933 -0.809 -0.4296
C -4.076 0.953 0.421 0.0915
C -4.869 1.817 1.418 0.4689
C -5.109 3.226 0.883 -1.4477
C -6.203 1.140 1.726 -1.5558
C -2.633 1.445 0.224 -1.9029
C -1.709 -1.230 1.026 0.4063
C -1.335 -2.498 1.441 -1.0946
H 0.764 -4.734 1.080 0.2581
H -0.733 -5.016 1.978 0.3888
H -0.594 -5.532 0.288 0.3768
H -0.257 -3.722 -1.494 0.3526
H -0.906 -1.513 -2.231 0.2568
H -0.030 0.650 -1.927 0.4332
H -0.718 2.237 -1.565 0.7039
H 0.055 2.014 0.801 0.4831
H 1.355 1.975 -0.398 0.3777
H 0.327 -0.381 0.994 0.4339
H 3.654 1.013 -2.006 0.5098
H 5.728 2.317 -1.554 0.3636
H 7.187 2.744 1.766 0.3734
H 8.029 1.723 0.606 0.2856
H 7.278 3.223 0.063 0.3675
H 5.811 0.757 2.419 0.3753
H 3.731 -0.530 1.940 0.4628
H -2.304 -0.088 -2.827 0.3870
H -2.794 1.569 -2.464 0.4851
H -4.778 0.103 -2.630 0.4503
H -4.117 -0.946 -1.345 0.2699
H -4.046 -0.079 0.810 0.5270
H -4.281 1.877 2.342 0.3288
H -5.574 3.166 -0.096 0.2729
H -4.178 3.782 0.799 0.3147
H -5.769 3.772 1.554 0.4573
H -6.046 0.152 2.153 0.3696
H -6.776 1.034 0.809 0.2891
H -6.778 1.734 2.433 0.4515
H -2.130 1.480 1.190 0.3728
H -2.669 2.461 -0.173 0.6096
H -2.094 -0.549 1.770 0.2827
H -1.447 -2.765 2.483 0.3424
```

The calculation puts the frontier orbital gap at 9.2 eV. Its multiplicity is 1. The energy above the lowest of the compared OMol25 structures with the same formula, charge and spin comes out at 0.00 kcal/mol. For the total energy, the calculation gives -1612.99745 a.u.



Record 5
A molecular structure, C12H33CoN3O3. Source: the OMol25 dataset; level of theory: the ωB97M-V functional and the def2-TZVPD basis.

Structure (XYZ):
```
52
Properties=species:S:1:pos:R:3:lowdin_spin:R:1
Co -16.242 18.794 0.563 2.7297
C -17.467 16.263 -0.623 0.0000
C -18.010 17.573 -1.157 0.0021
C -18.983 18.286 -0.252 0.0013
O -18.201 18.646 0.863 0.0337
C -19.090 18.990 1.847 0.0055
N -16.930 18.490 -1.426 0.0337
H -18.331 15.561 -0.438 0.0000
H -16.985 16.244 0.329 -0.0002
H -16.743 15.764 -1.263 0.0000
H -18.569 17.339 -2.030 0.0011
H -19.854 17.666 -0.038 0.0005
H -19.437 19.122 -0.778 0.0001
H -19.639 19.993 1.523 0.0007
H -18.567 19.149 2.782 0.0003
H -19.821 18.222 2.099 0.0008
H -16.442 17.896 -2.145 0.0011
H -17.233 19.205 -2.120 0.0020
C -13.385 21.643 1.889 0.0030
C -14.665 20.836 1.666 0.0048
C -15.916 21.731 1.423 0.0030
O -16.771 20.891 0.799 0.0333
C -17.768 21.645 0.060 0.0019
N -14.579 19.991 0.497 0.0426
H -13.431 22.367 2.719 0.0005
H -13.180 22.106 0.975 0.0002
H -12.654 20.882 2.129 0.0000
H -14.851 20.249 2.527 0.0012
H -15.716 22.722 1.008 0.0004
H -16.416 22.000 2.338 0.0006
H -18.376 22.336 0.743 0.0007
H -18.446 20.971 -0.424 0.0001
H -17.334 22.207 -0.758 0.0002
H -13.578 19.664 0.414 0.0020
H -14.588 20.533 -0.433 0.0022
C -14.476 16.768 3.900 0.0014
C -14.739 17.496 2.576 0.0007
C -14.561 16.562 1.382 0.0027
O -14.858 17.341 0.270 0.0342
C -14.213 16.814 -0.852 0.0038
N -16.136 17.986 2.506 0.0412
H -13.527 16.316 3.836 0.0002
H -15.297 16.067 4.054 0.0001
H -14.448 17.539 4.716 0.0000
H -13.947 18.203 2.524 0.0000
H -15.110 15.622 1.376 0.0001
H -13.553 16.172 1.268 0.0007
H -14.417 15.783 -1.008 0.0004
H -13.134 16.984 -0.933 0.0008
H -14.606 17.369 -1.692 0.0002
H -16.368 18.631 3.337 0.0020
H -16.649 17.196 2.790 0.0028
```

As for the expectation value of S²: 3.76. The calculation puts the frontier orbital gap (spin up / spin down) at 11.1 / 10.6 eV. Its multiplicity is 4. The energy above the lowest of the compared OMol25 structures with the same formula, charge and spin comes out at 0.00 kcal/mol. For the total energy, the calculation gives -2249.16794 a.u. The charge is +2.



Record 6
A molecular structure, C37H34BCl3CsN3O6. Source: the OMol25 dataset; level of theory: the ωB97M-V functional and the def2-TZVPD basis.

Structure (XYZ):
```
85
Properties=species:S:1:pos:R:3:mulliken_charge:R:1
Cs -0.145 -1.413 -2.021 1.2679
Cl -0.412 -9.790 -1.176 -0.2971
C -0.179 -8.126 -1.688 0.4985
C -0.980 -7.124 -1.164 -0.7169
C -0.778 -5.825 -1.577 0.5558
Cl -1.802 -4.573 -0.902 -0.1399
C 0.215 -5.398 -2.527 -0.4458
O 0.382 -4.210 -2.880 -0.7015
C 0.986 -6.513 -3.009 0.4780
Cl 2.234 -6.164 -4.175 -0.2529
C 0.806 -7.821 -2.613 -0.7718
H -1.751 -7.349 -0.441 0.3837
H 1.436 -8.598 -3.025 0.3969
C -2.759 -1.907 1.814 -1.0149
C -1.960 -0.794 2.474 -0.0414
N -1.288 -1.211 3.709 0.4065
C -2.126 -1.328 4.895 -0.6300
C -2.333 0.008 5.598 -1.1439
C 0.054 -1.162 3.912 0.4042
O 0.543 -1.187 5.040 -0.7139
C 0.949 -1.070 2.714 0.4350
C 1.981 -0.139 2.724 -0.6328
C 2.824 -0.062 1.630 -0.3521
C 2.634 -0.951 0.579 -0.4575
N 1.695 -1.893 0.594 -0.4682
C 0.862 -1.933 1.628 -0.0293
H -3.178 -1.528 0.881 0.1884
H -3.584 -2.255 2.439 0.3725
H -2.125 -2.764 1.579 0.1347
H -2.621 0.047 2.712 0.0380
H -1.239 -0.397 1.768 -0.0034
H -1.655 -2.036 5.575 0.4277
H -3.083 -1.746 4.581 0.3395
H -1.378 0.398 5.948 0.2991
H -2.996 -0.113 6.458 0.3926
H -2.787 0.739 4.926 0.2749
H 2.097 0.516 3.578 0.5115
H 3.619 0.670 1.578 0.4419
H 3.244 -0.894 -0.317 0.3135
H 0.101 -2.708 1.600 0.4130
O 3.751 0.487 -4.102 -0.8717
B 3.023 0.665 -2.846 -0.0877
O 3.763 1.772 -2.206 -0.1662
C 4.781 2.149 -3.007 0.6430
C 5.731 3.129 -2.811 -0.8353
C 6.691 3.315 -3.812 -0.5708
C 6.683 2.536 -4.961 -0.4118
C 5.716 1.544 -5.154 -0.9085
C 4.773 1.365 -4.163 0.7568
H 5.726 3.727 -1.908 0.4064
H 7.452 4.076 -3.687 0.3492
H 7.439 2.698 -5.721 0.3410
H 5.703 0.928 -6.044 0.4204
C 2.350 3.689 0.010 -1.7852
C 0.927 3.599 -0.471 1.2816
C 0.663 3.775 -1.825 -0.7918
C -0.632 3.673 -2.308 -1.1900
C -1.679 3.406 -1.446 -0.6794
C -1.419 3.191 -0.095 -0.2016
N -2.464 2.888 0.793 0.1044
C -3.628 2.189 0.478 -0.1108
C -4.817 2.549 1.121 -0.6652
C -6.004 1.884 0.860 -0.4852
C -6.036 0.876 -0.092 -0.7478
C -4.861 0.526 -0.742 -0.9228
C -3.645 1.133 -0.447 0.8463
C -2.388 0.505 -1.059 0.7273
O -2.426 0.245 -2.276 -0.8832
O -1.471 0.235 -0.247 -0.8485
C -0.116 3.281 0.402 1.5405
C 0.121 2.955 1.849 -1.2182
H 2.980 4.135 -0.757 0.4657
H 2.755 2.694 0.199 0.1489
H 2.439 4.279 0.926 0.4426
H 1.490 3.950 -2.503 0.3055
H -0.824 3.785 -3.368 0.3764
H -2.690 3.318 -1.820 0.4700
H -2.381 3.225 1.735 0.3511
H -4.795 3.377 1.822 0.3938
H -6.907 2.175 1.384 0.3752
H -6.962 0.363 -0.322 0.3979
H -4.847 -0.260 -1.487 0.4815
H -0.401 2.027 2.101 -0.1727
H -0.243 3.738 2.527 0.3461
H 1.177 2.809 2.059 0.4225
```

The calculation puts the frontier orbital gap at 4.9 eV. Its multiplicity is 1. For the total energy, the calculation gives -3471.82896 a.u. The charge is -2.



What is the formula in the fourth record? C24H33NO3S



Which value of total energy does entry 5 give? -2249.16794 a.u.